No. 1
{
  "formula": "C17H13NO4S",
  "method": "ωB97M-V with the def2-TZVPD basis set",
  "energy_ev": -38355.892,
  "smiles": "O=C(O)c1cccc(S(=O)(=O)Nc2cccc3ccccc23)c1",
  "largest_force_ev_per_a": 0.8,
  "e_homo_ev": -8.4135,
  "e_above_lowest_kcal_mol": 0.0,
  "orbital_gap_ev": 8.35,
  "elements": ["O", "C", "O", "C", "C", "C", "C", "C", "S", "O", "O", "N", "C", "C", "C", "C", "C", "C", "C", "C", "C", "C", "C", "H", "H", "H", "H", "H", "H", "H", "H", "H", "H", "H", "H", "H"],
  "coordinates": [[-1.527, -0.399, 2.810], [-0.871, 0.610, 2.785], [-1.166, 1.673, 3.547], [0.312, 0.822, 1.918], [1.006, 2.030, 1.902], [2.076, 2.210, 1.042], [2.435, 1.199, 0.164], [1.738, 0.007, 0.186], [2.098, -1.240, -1.042], [3.381, -1.002, -1.633], [1.829, -2.539, -0.498], [0.949, -0.857, -2.237], [-0.380, -1.036, -1.775], [-0.982, -2.268, -1.754], [-2.245, -2.431, -1.168], [-2.881, -1.371, -0.584], [-2.303, -0.086, -0.609], [-2.931, 1.029, -0.014], [-2.358, 2.268, -0.067], [-1.146, 2.458, -0.750], [-0.507, 1.400, -1.331], [-1.047, 0.099, -1.244], [0.698, -0.208, 1.063], [-1.951, 1.482, 4.084], [0.698, 2.822, 2.567], [2.618, 3.143, 1.043], [3.245, 1.311, -0.540], [1.169, -1.428, -3.044], [-0.464, -3.123, -2.163], [-2.694, -3.413, -1.156], [-3.833, -1.503, -0.093], [-3.877, 0.880, 0.486], [-2.841, 3.114, 0.398], [-0.726, 3.451, -0.817], [0.418, 1.533, -1.870], [0.184, -1.156, 1.085]]
}



No. 2
{
  "formula": "C39H28ClCoINO4P2SSe2",
  "method": "ωB97M-V with the def2-TZVPD basis set",
  "energy_ev": -268939.606,
  "largest_force_ev_per_a": 0.5,
  "e_homo_ev": [-4.6562, -4.7073],
  "multiplicity": 2,
  "e_above_lowest_kcal_mol": 0.0,
  "orbital_gap_ev": [6.73, 6.78],
  "total_charge": -1,
  "elements": ["Co", "O", "S", "O", "O", "C", "C", "C", "C", "C", "C", "P", "C", "C", "C", "C", "C", "C", "C", "C", "C", "C", "C", "C", "H", "H", "H", "H", "H", "H", "H", "H", "H", "H", "H", "H", "H", "H", "Se", "P", "Se", "C", "C", "C", "C", "C", "C", "C", "C", "C", "C", "C", "C", "H", "H", "H", "H", "H", "H", "H", "H", "H", "H", "Cl", "C", "C", "C", "I", "C", "O", "C", "N", "C", "C", "C", "C", "H", "H", "H", "H"],
  "coordinates": [[-0.486, 1.145, -0.526], [-0.540, 1.515, 2.965], [-1.264, 2.485, 2.184], [-1.384, 3.821, 2.704], [-0.849, 2.543, 0.749], [-2.946, 1.843, 2.183], [-3.707, 2.207, 3.288], [-4.961, 1.664, 3.494], [-5.472, 0.734, 2.597], [-4.725, 0.380, 1.489], [-3.462, 0.934, 1.263], [-2.606, 0.493, -0.284], [-2.942, -1.285, -0.455], [-2.461, -2.106, 0.566], [-2.623, -3.478, 0.489], [-3.266, -4.044, -0.604], [-3.746, -3.232, -1.619], [-3.587, -1.855, -1.546], [-3.600, 1.329, -1.572], [-4.583, 2.263, -1.249], [-5.269, 2.938, -2.248], [-4.986, 2.687, -3.581], [-4.000, 1.767, -3.911], [-3.304, 1.101, -2.918], [-3.293, 2.924, 3.983], [-5.537, 1.958, 4.362], [-6.447, 0.294, 2.759], [-5.123, -0.336, 0.781], [-1.942, -1.669, 1.409], [-2.234, -4.106, 1.278], [-3.386, -5.118, -0.665], [-4.244, -3.667, -2.476], [-3.963, -1.233, -2.345], [-4.814, 2.478, -0.215], [-6.023, 3.667, -1.979], [-5.525, 3.211, -4.361], [-3.758, 1.573, -4.949], [-2.514, 0.409, -3.183], [0.763, -0.743, 0.601], [2.588, -0.174, 1.621], [2.910, 1.816, 2.294], [3.969, -0.711, 0.532], [3.827, -1.807, -0.314], [4.879, -2.206, -1.123], [6.081, -1.513, -1.099], [6.227, -0.420, -0.259], [5.176, -0.021, 0.554], [2.794, -1.301, 3.055], [1.805, -2.180, 3.462], [2.015, -3.013, 4.554], [3.217, -2.976, 5.239], [4.211, -2.089, 4.838], [3.996, -1.253, 3.758], [2.879, -2.326, -0.355], [4.751, -3.052, -1.786], [6.896, -1.817, -1.743], [7.158, 0.135, -0.244], [5.268, 0.849, 1.191], [0.864, -2.199, 2.923], [1.229, -3.689, 4.869], [3.381, -3.628, 6.088], [5.150, -2.045, 5.376], [4.758, -0.541, 3.464], [4.807, 0.741, -4.673], [3.234, 0.577, -3.940], [2.350, -0.340, -4.437], [1.076, -0.504, -3.867], [-0.246, -1.904, -4.648], [0.682, 0.240, -2.772], [-0.465, 0.155, -2.170], [1.621, 1.210, -2.280], [1.177, 1.938, -1.214], [1.946, 2.853, -0.681], [3.242, 3.103, -1.181], [3.714, 2.382, -2.237], [2.893, 1.397, -2.837], [2.635, -0.951, -5.282], [1.544, 3.388, 0.168], [3.855, 3.840, -0.684], [4.713, 2.545, -2.619]]
}



No. 3
{
  "formula": "C18H20N8O3",
  "method": "ωB97M-V with the def2-TZVPD basis set",
  "energy_ev": -37051.785,
  "smiles": "CN(CC(=O)O)C(=O)c1ccc(N(C)Cc2cnc3nc(N)nc(N)c3n2)cc1",
  "largest_force_ev_per_a": 6.3,
  "e_homo_ev": -8.0786,
  "e_above_lowest_kcal_mol": 65.9,
  "orbital_gap_ev": 7.63,
  "elements": ["C", "N", "C", "C", "O", "O", "C", "O", "C", "C", "C", "C", "N", "C", "C", "C", "C", "N", "C", "N", "C", "N", "N", "C", "N", "C", "N", "C", "C", "H", "H", "H", "H", "H", "H", "H", "H", "H", "H", "H", "H", "H", "H", "H", "H", "H", "H", "H", "H"],
  "coordinates": [[4.206, -1.281, -2.648], [3.603, -1.474, -1.260], [4.151, -0.663, -0.086], [3.769, 0.878, -0.060], [3.026, 1.351, 0.728], [4.244, 1.506, -1.190], [2.386, -2.173, -1.171], [2.124, -2.986, -2.058], [1.268, -1.930, -0.161], [1.467, -2.258, 1.169], [0.521, -1.972, 2.121], [-0.647, -1.364, 1.769], [-1.550, -1.112, 2.781], [-2.303, -2.293, 3.342], [-1.587, 0.250, 3.417], [-1.653, 1.355, 2.379], [-2.763, 1.487, 1.509], [-2.959, 2.324, 0.502], [-1.859, 2.976, 0.255], [-1.937, 3.937, -0.736], [-0.935, 4.807, -0.812], [-1.224, 5.757, -1.592], [0.180, 4.739, -0.138], [0.186, 3.938, 0.884], [1.455, 3.985, 1.409], [-0.698, 2.964, 1.181], [-0.579, 2.104, 2.166], [-0.831, -1.027, 0.403], [0.083, -1.269, -0.582], [3.644, -0.646, -3.270], [5.255, -1.021, -2.559], [4.204, -2.227, -3.163], [3.849, -1.013, 0.909], [5.184, -0.904, -0.159], [4.012, 2.446, -1.115], [2.493, -2.557, 1.447], [0.692, -2.243, 3.155], [-2.009, -2.382, 4.422], [-2.073, -3.215, 2.836], [-3.408, -2.156, 3.195], [-2.484, 0.253, 3.981], [-0.703, 0.214, 4.116], [-3.535, 0.654, 1.629], [-0.445, 6.401, -1.751], [-1.895, 5.592, -2.298], [1.894, 4.408, 0.636], [1.836, 3.007, 1.617], [-1.683, -0.388, 0.273], [-0.044, -0.854, -1.495]]
}